Formula: C8H15NO2S
Source: OMol25
Level of theory: ωB97M-V with the def2-TZVPD basis set

Each line ends with the Mulliken charge.
Atoms and positions in Å:
C1 1.393 -0.739 -1.330  -0.0569
C2 0.996 -0.400 0.055  0.5301
C3 1.854 -1.168 1.068  -0.4463
C4 -0.585 -0.584 0.160  0.0782
C5 -1.411 -0.156 -1.050  -0.9080
C6 -1.416 1.310 -1.353  -0.8701
C7 -1.053 1.700 1.035  -0.9293
C8 -1.155 0.115 1.345  -0.7543
H1 1.593 -2.526 -0.831  0.3921
H2 1.142 0.683 0.196  0.1611
H3 2.133 -2.182 0.907  0.3448
H4 1.462 -1.140 2.165  0.2740
H5 4.153 -1.138 0.190  0.1326
H6 -0.855 -1.657 0.308  0.2403
H7 -2.533 -0.364 -0.925  0.4458
H8 -1.080 -0.771 -1.905  0.4034
H9 -0.530 1.512 -1.888  0.3668
H10 -2.257 1.503 -1.979  0.4248
H11 -2.693 2.196 0.029  0.3079
H12 -1.490 2.330 1.820  0.4465
H13 -0.029 2.023 1.066  0.3579
H14 -2.151 -0.188 1.626  0.4139
H15 -0.511 -0.152 2.209  0.2714
N1 -1.637 2.147 -0.209  -0.3559
O1 1.709 -2.095 -1.678  -0.4997
O2 1.448 0.148 -2.148  -0.5452
S1 3.502 -0.405 1.118  -0.2258

Cartesian forces (eV/Å) of the 2 atoms listed first:
1.0 0.3 -2.4
-1.7 -0.7 0.9

Results
SMILES ... O=C(O)[C@H](CS)C1CCNCC1
Frontier orbital gap ... 9.19 eV
Highest occupied orbital energy ... -0.3209 Ha

Formula: C8H15NOS
Source: OMol25
Level of theory: ωB97M-V with the def2-TZVPD basis set

Each line ends with the Mulliken charge.
Atoms and positions in Å:
C1 1.014 2.023 0.819  0.7027
C2 0.004 -0.205 0.699  -1.7613
C3 -1.398 0.707 -1.404  -0.9028
C4 -0.383 -0.420 -0.772  2.0059
C5 0.927 -0.524 -1.485  -1.5639
C6 -1.143 -1.737 -0.818  -1.7901
C7 2.029 0.425 2.104  -1.1423
C8 -1.646 2.545 0.890  -0.8231
N1 1.107 0.754 1.025  0.1829
O1 1.674 2.976 0.983  -0.5248
S1 -0.545 2.128 -0.550  0.0820
H1 -0.897 -0.015 1.383  0.1790
H2 0.280 -1.226 1.022  0.7769
H3 -1.070 0.926 -2.447  0.2673
H4 1.251 -1.576 -1.076  0.3660
H5 1.480 0.322 -1.106  0.4086
H6 0.903 -0.532 -2.566  0.3639
H7 -1.182 -2.312 0.137  0.3220
H8 -0.696 -2.393 -1.587  0.3674
H9 -2.157 -1.477 -0.965  0.5113
H10 1.427 -0.055 2.938  0.3168
H11 2.794 -0.286 1.801  0.2907
H12 2.423 1.341 2.486  0.4459
H13 -1.678 3.699 0.975  0.3071
H14 -1.248 2.146 1.885  0.2862
H15 -2.633 2.063 0.590  0.3257

Cartesian forces (eV/Å) of the 2 atoms listed first:
-2.1 0.1 -4.3
-1.2 -0.5 1.6

Results
Frontier orbital gap ... 8.03 eV
Highest occupied orbital energy ... -0.2754 Ha

Formula: C8H15NSi
Source: OMol25
Level of theory: ωB97M-V with the def2-TZVPD basis set

Each line ends with the Mulliken charge.
Atoms and positions in Å:
C1 -2.235 -0.090 -1.552  -0.4848
C2 -0.935 -0.020 -1.790  -0.7437
C3 -1.350 -1.516 0.140  0.0426
C4 -2.610 -0.909 -0.354  -0.4978
C5 -0.069 -0.737 -0.830  0.1293
C6 2.000 -0.632 1.535  -1.1327
C7 -0.139 1.668 1.133  -1.1638
C8 2.228 1.384 -0.814  -1.1514
N1 -1.207 -2.378 1.019  -0.7264
Si1 1.000 0.401 0.273  0.4600
H1 -3.003 0.381 -2.142  0.4422
H2 -0.497 0.537 -2.601  0.4245
H3 -3.029 -0.269 0.427  0.2336
H4 -3.361 -1.667 -0.586  0.3797
H5 0.501 -1.545 -1.283  0.4509
H6 2.871 -0.071 1.862  0.3333
H7 1.414 -0.867 2.418  0.3276
H8 2.354 -1.568 1.115  0.3538
H9 -0.816 2.115 0.409  0.3390
H10 -0.741 1.209 1.912  0.3346
H11 0.439 2.469 1.586  0.3670
H12 3.110 1.662 -0.247  0.3419
H13 2.559 0.809 -1.674  0.3468
H14 1.774 2.301 -1.180  0.3115
H15 -0.257 -2.666 1.223  0.2821

Cartesian forces (eV/Å) of the 2 atoms listed first:
-0.2 -0.1 0.0
0.1 0.1 -0.2

Results
SMILES ... [H]/N=C1/CC=C[C@H]1[Si](C)(C)C
Frontier orbital gap ... 9.82 eV
Highest occupied orbital energy ... -0.3269 Ha

Formula: C8H16BBrNO3
Source: OMol25
Level of theory: ωB97M-V with the def2-TZVPD basis set

Each line ends with the Mulliken charge.
Atoms and positions in Å:
B1 -0.638 1.488 -0.105  0.3686
C1 -0.088 -1.608 1.565  -0.2068
C2 2.058 1.784 0.065  -0.7927
C3 0.888 3.082 -1.318  -0.9073
C4 0.602 2.322 0.065  0.4335
C5 2.386 2.819 -1.044  -0.0582
C6 0.957 -3.768 -0.140  -1.1011
C7 -0.487 -3.523 0.089  -0.1810
C8 -3.007 0.315 -0.453  -0.1341
N1 -3.468 0.780 0.717  -0.3842
O1 0.780 -2.452 2.169  -0.3826
O2 -1.552 0.986 -0.643  -0.3786
O3 -0.656 -2.177 0.539  -0.0667
Br1 3.168 4.482 -0.371  -0.1332
H1 2.588 1.885 0.985  0.3568
H2 2.157 0.803 -0.352  0.2229
H3 0.635 2.718 -2.320  0.3138
H4 0.628 4.234 -1.412  0.3412
H5 0.320 3.046 0.831  0.2924
H6 3.121 2.376 -1.685  0.4291
H7 1.360 -3.069 -0.851  0.3148
H8 1.640 -3.740 0.785  0.2879
H9 0.980 -4.805 -0.571  0.3526
H10 -0.830 -4.200 0.791  0.3611
H11 -1.017 -3.400 -0.900  0.2493
H12 -2.679 -0.742 -0.386  0.1649
H13 -3.412 0.702 -1.296  0.3401
H14 -4.349 1.311 0.734  0.2535
H15 1.267 -1.922 2.864  0.3805
H16 -3.349 0.269 1.649  0.2632

Cartesian forces (eV/Å) of the 2 atoms listed first:
4.6 1.8 1.3
0.8 -0.1 0.2

Results
Total charge ... +1
Frontier orbital gap ... 9.50 eV
Highest occupied orbital energy ... -0.4535 Ha

Sequential total energy output: -24958.6324 -22907.4344 -17906.8341 -86896.8917 eV
Sequential ΔE to the lowest compared entry with this formula, charge and spin output: 7.29 119.35 11.94 41.20 kcal per mole